--- w ---
C2HNO4 in the gas phase. Source: OMol25; level of theory: ωB97M-V/def2-TZVPD.

```
8
Properties=species:S:1:pos:R:3
C 1.508 0.832 -0.148
C 0.137 0.528 0.287
N -0.901 1.455 0.016
O -0.816 2.539 0.510
O 2.255 1.108 -0.994
O -1.620 1.057 -0.862
O 1.281 0.837 1.132
H -0.144 -0.490 0.259
```

Properties
**HOMO**: -11.44 eV
**Frontier orbital gap**: 10.898 eV
**LUMO energy**: -0.54 eV

Löwdin population analysis, charges in e, atoms 1 to 6: -0.431, -0.069, -0.385, 0.152, 0.224, 0.129

---

--- x ---
C2HNO4 in the gas phase. Source: OMol25; level of theory: ωB97M-V/def2-TZVPD.

```
8
Properties=species:S:1:pos:R:3
C -1.304 0.010 -1.187
C -0.240 -0.337 -0.288
N 0.723 -1.805 -0.213
O 0.082 -2.768 0.029
O -1.704 0.491 -2.175
O 1.870 -1.631 -0.431
O -1.643 -0.517 -0.024
H 0.300 0.371 0.330
```

Properties
**HOMO**: -11.24 eV
**Frontier orbital gap**: 11.298 eV
**LUMO energy**: 0.06 eV

Löwdin population analysis, charges in e, atoms 1 to 6: -0.448, 0.034, -0.348, 0.122, 0.204, 0.110

---

Most stable: w